The following is a DFT calculation (wB97M-V/def2-TZVPD) of a molecular structure, C28H36N4O2OsP2 at a distorted geometry.

```
! wB97M-V def2-TZVPD RIJCOSX def2/J DEFGRID3
* xyz 2 5
Os -0.1415 -4.7508 -0.4680
C 0.1508 -6.5881 0.1005
C 1.3265 -6.0707 -0.6154
C 1.6611 -6.5805 -1.9978
C 0.4667 -6.3471 -2.9237
C -0.3815 -5.1957 -2.4025
C -1.6150 -5.3307 -1.6472
C -2.0970 -6.6575 -1.1260
C -0.9177 -7.4495 -0.5116
C -0.1678 -1.3834 -1.2795
H 0.3047 -6.7462 1.1718
H 2.2010 -5.8802 0.0082
H 1.9552 -7.6382 -1.9839
H 2.5395 -6.0304 -2.3697
H 0.8804 -6.0202 -3.8883
H -0.1138 -7.2632 -3.1005
H -0.4263 -4.3809 -3.1308
H -2.3968 -4.6232 -1.9293
H -2.5978 -7.2509 -1.9134
H -2.8422 -6.4710 -0.3318
H -1.3081 -8.0285 0.3359
H -0.5017 -8.1579 -1.2322
H -0.4146 -2.4072 -0.8853
H -1.0845 -0.8825 -1.6099
H 0.3085 -0.7920 -0.4937
P 0.9956 -1.5483 -2.5941
P 1.5185 -3.1656 0.8457
N -0.0095 -2.0995 -3.8843
N 1.6516 -0.1029 -3.0993
N 0.8719 -4.1921 2.4088
N 2.5034 -1.9587 1.9567
C 2.2265 -2.7950 -2.1131
C 2.6774 -2.9190 -0.6245
C -1.3869 -2.3632 -3.8655
C -1.8210 -2.5598 -5.1595
C -0.6794 -2.4435 -6.0148
C 0.4160 -2.1878 -5.2182
C 0.8616 0.9420 -3.6431
C 1.6673 1.7220 -4.4401
C 3.0040 1.2067 -4.3612
C 2.9846 0.1128 -3.5213
C -0.4560 -4.5662 2.4224
C -0.7138 -5.3427 3.5628
C 0.5240 -5.5225 4.2255
C 1.4899 -4.8397 3.4634
C 2.9072 -2.0117 3.2876
C 3.5724 -0.8201 3.6246
C 3.5594 -0.0010 2.4593
C 2.8826 -0.7072 1.4679
H 3.1114 -2.5982 -2.7346
H 1.8348 -3.7574 -2.4753
H 3.2441 -3.8628 -0.5543
H 3.3756 -2.1091 -0.3824
H -1.9284 -2.4031 -2.9352
H -2.8434 -2.7467 -5.4615
H -0.6899 -2.5089 -7.0915
H 1.4510 -2.0407 -5.4650
H -0.1843 1.0302 -3.3909
H 1.3448 2.5431 -5.0598
H 3.8418 1.5876 -4.9159
H 3.7844 -0.5106 -3.1627
H -1.1314 -4.3503 1.5908
H -1.6884 -5.6927 3.8633
H 0.7027 -6.0508 5.1563
H 2.5573 -4.7646 3.6213
H 2.7000 -2.8587 3.9213
H 4.0058 -0.5876 4.5906
H 3.9909 0.9836 2.3453
H 2.6871 -0.4333 0.4411
O -0.3281 -1.4281 2.9702
C -0.6995 -1.8403 1.8738
O -1.7609 -2.0214 1.2620
H 0.2708 -2.1318 1.1947
*
```

As for the expectation value of S²: 6.05. The calculated total energy is -2230.50412 Eh. The calculation puts the highest occupied orbital energy (alpha / beta) at -12.3 / -13.5 eV.

Mulliken atomic charge list, values in e, 4 entries:
1. Os 0.11
2. C -0.48
3. C -0.07
4. C -1.10

---

The following is a DFT calculation (wB97M-V/def2-TZVPD) of 3 unconnected molecules or ions with the total composition C28H37F10NO10S2 at a distorted geometry.

```
! wB97M-V def2-TZVPD RIJCOSX def2/J DEFGRID3
* xyz 0 1
C -6.0489 0.2313 7.8952
C -4.4557 0.6237 7.9978
C -3.7618 0.2309 6.5321
C -2.8527 -1.1171 6.8175
C -2.3679 -1.9054 5.4637
C -2.4024 -1.0052 4.0890
C -3.8934 -1.0991 3.3741
C -4.3637 0.3656 2.7210
C -4.2273 0.2017 1.0836
C -2.5977 0.1454 0.7438
N -2.3198 0.5486 -0.7152
C -0.8438 0.8778 -0.7405
C -0.4820 2.4745 -0.6974
C 0.1702 2.9732 0.7594
C 1.8061 2.9356 0.7912
C 2.4377 1.4515 1.2359
F 1.4084 0.6368 1.9132
F 3.4574 1.7997 2.2961
C 3.0802 0.8189 -0.1215
F 4.3600 1.5814 -0.3766
F 2.2594 1.0316 -1.3602
S 3.5380 -0.9836 -0.0768
F 3.3637 -1.0505 -1.8161
F 5.1997 -0.5498 -0.2770
F 3.8007 -1.0296 1.6116
F 1.9225 -1.5411 0.0209
F 4.0384 -2.6293 -0.1389
S -2.4470 -0.9347 -1.6885
O -1.3092 -1.9525 -1.3989
O -2.4240 -0.4716 -3.1930
F -3.9324 -1.7889 -1.4015
H -6.4560 0.7216 6.8885
H -6.1147 -0.9457 7.7644
H -6.6879 0.6161 8.8011
H -3.9344 -0.0516 8.8328
H -4.2858 1.7676 8.1831
H -3.1285 1.1234 6.1170
H -4.6607 0.0544 5.7954
H -1.9447 -0.7686 7.5095
H -3.4408 -1.9165 7.4783
H -3.0831 -2.8356 5.3314
H -1.2599 -2.2939 5.6766
H -2.0681 0.1073 4.2733
H -1.6409 -1.5132 3.3312
H -4.7050 -1.4086 4.1765
H -3.9331 -1.9486 2.5400
H -5.5015 0.5613 3.0213
H -3.7294 1.2620 3.1590
H -4.7641 -0.8304 0.8221
H -4.7098 1.1143 0.5226
H -2.0589 0.8830 1.5040
H -2.1830 -0.9357 0.9983
H -0.3249 0.2219 0.0773
H -0.4351 0.4747 -1.7872
H -1.5193 3.0547 -0.7739
H 0.1589 2.8482 -1.6070
H -0.3578 2.4679 1.6859
H -0.1320 4.1269 0.8274
H 2.1425 3.7422 1.6045
H 2.2885 3.3274 -0.2280
O 7.5917 -6.1963 -3.3566
C 6.7905 -5.3317 -3.6934
C 6.3286 -5.1875 -5.0829
C 5.4683 -4.2246 -5.4194
O 5.0279 -4.0852 -6.7228
C 4.9490 -3.2635 -4.4082
O 4.1734 -2.3775 -4.7513
C 5.3918 -3.4223 -3.0144
C 6.2495 -4.3873 -2.6770
O 6.6683 -4.5444 -1.3685
H 6.7158 -5.8916 -5.8082
H 4.4148 -3.3181 -6.7103
H 4.9925 -2.7276 -2.2862
H 7.2860 -5.3076 -1.3822
O 0.1853 4.4019 -3.8202
C 0.3182 3.8844 -4.9237
C 1.2559 2.7763 -5.1635
C 1.3887 2.2463 -6.3809
O 2.2661 1.2030 -6.6127
C 0.6000 2.7555 -7.5362
O 0.7574 2.2603 -8.6472
C -0.3552 3.8471 -7.2918
C -0.4907 4.3750 -6.0738
O -1.3884 5.3995 -5.8358
H 1.8245 2.4175 -4.3152
H 2.1808 0.9980 -7.5694
H -0.9351 4.1956 -8.1372
H -1.2986 5.6084 -4.8805
*
```

The SMILES is CCCCCCCCCCN(CCCCC(F)(F)C(F)(F)S(F)(F)(F)(F)F)S(=O)(=O)F.O=C1C=C(O)C(=O)C=C1O.O=C1C=C(O)C(=O)C=C1O. The calculated total energy is -3690.77475 Eh. The calculation puts the highest occupied orbital energy at -9.7 eV.

Mulliken atomic charge list, values in e, 4 entries:
1. C -0.87
2. C -0.48
3. C 0.21
4. C -0.70

---

The following is a DFT calculation (wB97M-V/def2-TZVPD) of 5 unconnected molecules or ions with the total composition C28H37F12N4O13 at a distorted geometry.

```
! wB97M-V def2-TZVPD RIJCOSX def2/J DEFGRID3
* xyz 1 1
C 1.7831 -7.9804 -1.7824
C 2.8212 -7.0421 -2.5971
O 3.8079 -6.5727 -1.9325
O 2.7423 -6.7391 -4.0025
C 2.1043 -5.4247 -4.2185
C 0.7693 -5.2358 -3.3584
N -0.4200 -5.6855 -4.1059
C -1.5625 -5.5145 -3.2049
N -2.9359 -5.8604 -3.6248
C -3.4337 -4.7181 -4.1139
O -3.8501 -3.5774 -4.4588
C -0.9367 -4.9493 -1.8952
C -1.8871 -4.6877 -0.6462
C -3.0979 -5.7917 -0.4807
O -2.4269 -7.1050 -0.5743
N 0.5270 -4.7291 -1.9860
N 1.4635 -4.2833 -1.1158
C 2.4876 -3.3408 -1.7564
C 1.0023 -3.5001 0.0518
C 0.2132 -2.0977 -0.2507
O 1.1548 -3.8119 1.2687
H 1.2096 -7.4275 -0.9554
H 2.4024 -8.8070 -1.2455
H 1.0738 -8.5593 -2.5048
H 2.8785 -4.5805 -4.1342
H 1.7807 -5.4444 -5.3390
H -0.3722 -6.0472 -5.0719
H -2.4389 -3.6751 -0.8346
H -1.3852 -4.6570 0.3852
H -3.9297 -5.6608 -1.2575
H -3.5362 -5.7394 0.5923
H -1.5194 -7.0132 -0.1684
H 2.9701 -2.6717 -0.9353
H 2.0553 -2.7465 -2.6384
H 3.3502 -4.0423 -2.1083
H -0.7817 -2.0393 0.3207
H -0.0483 -1.9843 -1.3817
H 0.8504 -1.1771 0.0254
C -4.6322 -0.7254 -4.3293
C -6.1160 -0.4553 -4.4906
O -6.7444 -0.3024 -3.2088
C -6.6124 0.9128 -2.6255
O -6.0073 1.8371 -3.1141
C -7.3646 0.9553 -1.2979
F -7.1422 -0.1426 -0.5372
F -8.7029 1.0270 -1.4781
F -7.0238 2.0177 -0.5369
H -4.4683 -1.5861 -3.6775
H -4.1673 -0.9201 -5.2981
H -4.1244 0.1251 -3.8668
H -6.5941 -1.3094 -4.9768
H -6.3011 0.4190 -5.1215
C -5.7354 3.6426 1.3465
C -5.3891 3.1211 2.7280
O -4.0515 3.4971 3.0927
C -3.8957 4.7584 3.5606
O -4.7961 5.5552 3.6756
C -2.4420 5.0075 3.9552
F -1.5661 4.5610 3.0240
F -2.1201 4.3826 5.1120
F -2.1658 6.3155 4.1380
H -4.9941 3.3112 0.6144
H -6.7195 3.2912 1.0382
H -5.7366 4.7354 1.3256
H -5.4198 2.0285 2.7258
H -6.1070 3.4617 3.4799
C 4.4092 3.1607 3.1440
C 3.0566 2.5772 3.5053
O 2.2006 2.5244 2.3511
C 2.3959 1.4809 1.5154
O 3.2310 0.6220 1.6824
C 1.3927 1.5204 0.3659
F 1.2682 2.7517 -0.1764
F 0.1510 1.1550 0.7646
F 1.7260 0.6910 -0.6512
H 4.2906 4.1372 2.6670
H 5.0307 3.2743 4.0341
H 4.9382 2.5214 2.4325
H 2.5620 3.2228 4.2352
H 3.1524 1.5882 3.9631
C 6.9378 8.4649 1.7786
C 8.1607 7.8241 2.4071
O 7.8829 7.4146 3.7556
C 7.2290 6.2384 3.8957
O 6.8750 5.5439 2.9711
C 7.0438 5.9012 5.3732
F 6.6124 6.9588 6.0977
F 8.2000 5.4933 5.9449
F 6.1469 4.9115 5.5765
H 6.5750 9.2887 2.3992
H 7.1715 8.8472 0.7827
H 6.1176 7.7480 1.6900
H 8.9711 8.5551 2.4604
H 8.5257 6.9814 1.8127
*
```

The calculated total energy is -3484.17732 Eh. The calculation puts the highest occupied orbital energy at -12.7 eV.

Mulliken atomic charge list, values in e, 4 entries:
1. C -0.73
2. C 0.74
3. O -0.49
4. O -0.35

---

The following is a DFT calculation (wB97M-V/def2-TZVPD) of a molecular structure, C28H37InO3PS2.

```
! wB97M-V def2-TZVPD RIJCOSX def2/J DEFGRID3
* xyz -1 1
C -0.6115 -0.0350 5.8407
C -0.2328 0.3429 4.4199
S -1.6081 0.4777 3.2435
C -2.0548 -1.2826 3.0957
In -3.6494 -2.0826 4.3917
P -2.6001 -3.7699 6.0114
O -2.6335 -3.5985 7.5036
S -4.7835 -0.1777 5.6540
C -5.4772 0.8693 4.3388
O -3.8752 0.7211 6.3773
O -5.9503 -0.6969 6.3770
H 0.2916 -0.2118 6.4333
H -1.1962 -0.9569 5.8740
H -1.2176 0.7298 6.3201
H 0.4792 -0.3769 4.0031
H 0.2485 1.3249 4.3915
H -2.3649 -1.4268 2.0576
H -1.1306 -1.8548 3.2312
H -4.9209 -2.8240 3.4599
H -1.2814 -3.9899 5.4973
H -3.0720 -5.0486 5.5793
H -5.0203 0.6144 3.3808
H -6.5526 0.6999 4.3094
H -5.2361 1.9015 4.5897
C 2.8991 -0.7281 2.0011
C 1.7980 -1.4528 1.5658
C 1.9321 -2.7942 1.2356
C 3.1707 -3.4135 1.3428
C 4.2724 -2.6903 1.7797
C 4.1367 -1.3476 2.1085
H 2.7863 0.3196 2.2516
H 0.8306 -0.9686 1.4922
H 1.0698 -3.3566 0.9000
H 3.2761 -4.4612 1.0899
H 5.2373 -3.1743 1.8673
H 4.9960 -0.7844 2.4510
C 0.4826 1.8532 0.3728
C 1.0418 1.2154 -0.7245
C 1.9442 1.8846 -1.5407
C 2.2846 3.2020 -1.2607
C 1.7247 3.8441 -0.1636
C 0.8273 3.1688 0.6537
H -0.2027 1.3189 1.0211
H 0.7763 0.1858 -0.9329
H 2.3844 1.3840 -2.3953
H 2.9885 3.7262 -1.8957
H 1.9917 4.8705 0.0565
H 0.3924 3.6637 1.5134
C 1.6809 -1.1272 -3.9034
C 3.0267 -1.2253 -4.2287
C 3.4025 -1.7379 -5.4632
C 2.4336 -2.1389 -6.3738
C 1.0877 -2.0301 -6.0503
C 0.7128 -1.5342 -4.8091
H 1.3830 -0.7286 -2.9421
H 3.7793 -0.9037 -3.5196
H 4.4516 -1.8199 -5.7183
H 2.7279 -2.5305 -7.3394
H 0.3322 -2.3289 -6.7663
H -0.3360 -1.4436 -4.5540
C -0.3939 2.0744 -4.9279
C -0.3445 3.4532 -4.7740
C -1.0562 4.2732 -5.6393
C -1.8179 3.7154 -6.6576
C -1.8672 2.3363 -6.8119
C -1.1524 1.5172 -5.9485
H 0.1627 1.4352 -4.2538
H 0.2420 3.8839 -3.9719
H -1.0212 5.3485 -5.5167
H -2.3758 4.3557 -7.3295
H -2.4626 1.9005 -7.6045
H -1.1862 0.4415 -6.0668
*
```

The calculated total energy is -2642.72690 Eh. The calculation puts the highest occupied orbital energy at -5.0 eV.

Mulliken atomic charge list, values in e, 4 entries:
1. C -0.84
2. C -0.11
3. S -0.23
4. C -0.96

---

The following is a DFT calculation (wB97M-V/def2-TZVPD) of a molecular structure, C28H37IrN2O2SSb2.

```
! wB97M-V def2-TZVPD RIJCOSX def2/J DEFGRID3
* xyz 3 2
Ir 0.9759 -0.0551 0.0025
C 0.3414 -1.6348 3.4008
Sb 1.3356 -2.0705 1.5956
C 3.3541 -2.4075 2.1424
C 0.5976 -4.0123 1.0851
C -0.9007 -4.0631 1.2116
C -1.4547 -4.5514 2.3939
C -2.8266 -4.6257 2.5711
C -3.6755 -4.2186 1.5524
C -3.1389 -3.7367 0.3705
C -1.7599 -3.6457 0.1872
C -1.2499 -3.1014 -1.1179
Sb -1.1217 -0.9721 -1.0345
C -1.2359 -0.1786 -2.9863
C -2.7766 -0.2706 0.0554
H 0.5424 -2.4207 4.1264
H -0.7292 -1.5698 3.2175
H 0.7050 -0.6808 3.7777
H 3.3752 -3.1499 2.9385
H 3.7991 -1.4817 2.5012
H 3.9213 -2.7793 1.2910
H 1.0631 -4.6911 1.8002
H 0.9585 -4.2934 0.0954
H -0.7982 -4.9034 3.1812
H -3.2306 -5.0204 3.4933
H -4.7477 -4.2952 1.6694
H -3.8035 -3.4502 -0.4376
H -1.9479 -3.3023 -1.9326
H -0.2754 -3.4847 -1.4161
H -2.2302 -0.3703 -3.3877
H -0.4918 -0.6527 -3.6233
H -1.0585 0.8937 -2.9300
H -3.6835 -0.6035 -0.4477
H -2.7426 0.8168 0.0896
H -2.7391 -0.6826 1.0613
N 5.0606 -0.6615 -5.7781
C 5.2636 -1.0987 -4.5684
S 6.6964 -1.8086 -4.0389
C 4.2044 -0.9342 -3.5284
C 3.6416 0.3158 -3.2966
C 2.6924 0.4403 -2.2979
N 2.3011 -0.5957 -1.5320
C 2.8391 -1.8010 -1.7739
C 3.7911 -2.0147 -2.7546
H 5.7749 -0.7061 -6.4977
H 4.1582 -0.2938 -6.0548
H 3.9430 1.1953 -3.8505
H 2.2265 1.3954 -2.0854
H 2.4972 -2.6176 -1.1537
H 4.1835 -3.0111 -2.9088
C -2.9355 6.9252 1.8338
C -2.1924 5.6706 1.5035
C -1.5053 5.5523 0.2961
C -0.8247 4.4059 -0.0566
C -0.1091 4.4137 -1.3807
C -0.8334 3.3043 0.8523
C -1.5159 3.4139 2.0995
C -1.5613 2.3358 3.1495
C -2.1771 4.5927 2.3839
C -0.1679 2.0842 0.5085
O 0.4569 1.8643 -0.6150
O -0.1433 1.0307 1.2798
H -2.3811 7.8060 1.5123
H -3.1408 7.0032 2.8990
H -3.8921 6.9351 1.3055
H -1.4981 6.3940 -0.3853
H -0.2211 5.3893 -1.8471
H -0.5068 3.6619 -2.0626
H 0.9554 4.2155 -1.2581
H -0.5640 2.0424 3.4741
H -2.0613 1.4378 2.7841
H -2.1113 2.6975 4.0148
H -2.6938 4.6855 3.3308
*
```

As for the expectation value of S²: 0.75. The calculated total energy is -2331.21788 Eh. The calculation puts the highest occupied orbital energy (alpha / beta) at -15.5 / -15.5 eV.

Mulliken atomic charge list, values in e, 4 entries:
1. Ir 0.68
2. C -1.23
3. Sb 0.75
4. C -1.20

---

The following is a DFT calculation (wB97M-V/def2-TZVPD) of a molecular structure, C28H37N11Os.

```
! wB97M-V def2-TZVPD RIJCOSX def2/J DEFGRID3
* xyz 0 5
Os -0.7204 -0.7566 1.1460
C 3.3073 3.3870 -1.0586
C 3.0416 2.3879 0.0690
C 3.8072 2.7806 1.3345
C 3.3744 0.9671 -0.3442
C 4.7176 0.6844 -0.5845
C 5.1531 -0.5899 -0.8791
C 4.2422 -1.6305 -0.8988
C 2.8924 -1.4097 -0.6664
C 1.9679 -2.6055 -0.5834
C 2.1341 -3.2809 0.7815
C 2.1837 -3.6145 -1.7108
C 2.4521 -0.0930 -0.4378
N 1.0358 0.1197 -0.2765
C 0.4590 1.1062 -0.8336
C -0.9905 1.4098 -0.4732
N -1.7091 0.1657 -0.2999
C -2.9878 -0.0630 -0.8547
C -3.2343 -1.3743 -1.3169
C -4.4335 -1.6801 -1.9460
C -5.4021 -0.7174 -2.1429
C -5.1892 0.5404 -1.6179
C -4.0289 0.8992 -0.9267
C -4.1563 2.2318 -0.1754
C -3.3741 3.4596 -0.6702
C -4.0713 2.0167 1.3419
C -2.2260 -2.5076 -1.2415
C -1.1151 -2.3310 -2.2772
C -1.7385 -2.8986 0.1611
H 2.9872 4.3850 -0.7564
H 2.7730 3.1213 -1.9740
H 4.3703 3.4301 -1.3051
H 1.9922 2.4618 0.3251
H 4.8848 2.8224 1.1621
H 3.6217 2.0649 2.1374
H 3.4727 3.7607 1.6746
H 5.4359 1.4922 -0.5229
H 6.2015 -0.7796 -1.0698
H 4.5902 -2.6369 -1.0893
H 0.9474 -2.2417 -0.6725
H 3.1468 -3.6770 0.8830
H 1.4377 -4.1152 0.8983
H 1.9675 -2.5888 1.6071
H 3.1551 -4.1037 -1.6299
H 2.1192 -3.1437 -2.6931
H 1.4311 -4.4038 -1.6578
H 0.9981 1.7952 -1.4824
H -1.4365 2.0874 -1.1945
H -4.5947 -2.6906 -2.3038
H -6.3240 -0.9516 -2.6582
H -5.9779 1.2782 -1.7013
H -5.1958 2.5029 -0.3636
H -2.4054 3.5848 -0.1950
H -3.9503 4.3546 -0.4292
H -3.2499 3.4412 -1.7554
H -3.1774 1.4757 1.6379
H -4.9393 1.4524 1.6875
H -4.0593 2.9771 1.8610
H -2.7930 -3.3871 -1.5583
H -0.5515 -1.4129 -2.1089
H -1.5607 -2.2715 -3.2705
H -0.4252 -3.1749 -2.2700
H -0.7105 -2.5416 0.5006
H -1.4525 -3.9535 0.1822
H -2.4858 -2.7541 0.9436
N 0.8430 0.9654 3.6469
C 0.6818 -0.3959 3.8470
N 1.1048 -1.0272 4.9151
N 0.7595 -2.3182 4.7024
N 0.1765 -2.4602 3.5713
N 0.1064 -1.2406 2.9761
C 0.3004 1.6514 2.6087
N 0.6060 2.8597 2.2335
N -0.0769 3.1275 1.0799
N -0.9621 2.0670 0.8732
N -0.6438 1.0556 1.8236
H 1.4704 1.4524 4.2661
*
```

As for the expectation value of S²: 6.02. The calculated total energy is -1781.96413 Eh. The calculation puts the highest occupied orbital energy (alpha / beta) at -6.6 / -8.5 eV.

Mulliken atomic charge list, values in e, 4 entries:
1. Os 0.40
2. C -1.72
3. C 1.92
4. C -1.59

---

- What is the calculated total energy in the first record?
  -2230.50412 Eh

---

- Which formula does entry 1 have?
  C28H36N4O2OsP2